Record 1
Entry from the Open Molecules 2025 dataset: C2H2N2O2S in the gas phase at a distorted geometry (wB97M-V/def2-TZVPD).

```
! wB97M-V def2-TZVPD RIJCOSX def2/J DEFGRID3
* xyz 0 1
S 2.725 -0.682 0.017
O 0.111 -1.346 0.004
O -2.167 -1.168 -0.036
N 0.516 0.844 -0.198
N -0.816 0.658 0.182
C 1.137 -0.403 -0.092
C -1.107 -0.670 0.008
H -1.455 1.280 -0.291
H 1.054 1.487 0.405
*
```

Results
Largest force on an atom = 1.779 eV Å⁻¹
Energy above the lowest of the compared OMol25 structures with the same formula, charge and spin = 3.6 kcal/mol
Gap between HOMO and LUMO = 0.3595 Ha
SMILES string = O=c1[nH][nH]c(=S)o1



Record 2
Entry from the Open Molecules 2025 dataset: C2H2N2O2S in the gas phase at a distorted geometry (wB97M-V/def2-TZVPD).

```
! wB97M-V def2-TZVPD RIJCOSX def2/J DEFGRID3
* xyz 0 1
S 0.688 0.461 2.556
O -0.391 -0.111 -2.324
O -1.106 -1.197 -0.432
N 0.364 0.430 -0.176
N -0.797 -1.153 0.967
C 0.063 -0.179 1.040
C -0.366 -0.288 -0.980
H 0.356 0.501 -2.538
H 1.189 1.537 1.887
*
```

Results
Largest force on an atom = 2.372 eV Å⁻¹
Energy above the lowest of the compared OMol25 structures with the same formula, charge and spin = 19.8 kcal/mol
Gap between HOMO and LUMO = 0.3762 Ha
SMILES string = Oc1nc(S)no1



Record 3
Entry from the Open Molecules 2025 dataset: 2 unconnected molecules or ions with the total composition C2H2N2O3 at a distorted geometry (wB97M-V/def2-TZVPD).

```
! wB97M-V def2-TZVPD RIJCOSX def2/J DEFGRID3
* xyz 0 1
O -0.515 2.277 -0.806
O 0.664 0.408 -0.242
O 2.339 -1.532 -0.254
N -0.963 -0.924 0.356
N 0.342 -0.760 0.305
C -0.494 1.161 -0.379
C -1.521 0.233 0.106
H -2.554 0.440 0.308
H 2.702 -1.303 0.606
*
```

Results
Largest force on an atom = 1.074 eV Å⁻¹
Energy above the lowest of the compared OMol25 structures with the same formula, charge and spin = 133.1 kcal/mol
Gap between HOMO and LUMO (spin up / spin down) = 0.3064 / 0.3389 Ha



Record 4
Entry from the Open Molecules 2025 dataset: 2 unconnected molecules or ions with the total composition C2H2N2O4 at a distorted geometry (wB97M-V/def2-TZVPD).

```
! wB97M-V def2-TZVPD RIJCOSX def2/J DEFGRID3
* xyz 0 1
O 1.844 1.201 -0.016
O -1.875 -1.453 -0.719
O 1.197 -0.274 -1.409
O 0.390 -1.598 0.725
N 1.224 0.213 -0.295
N -1.641 -0.317 -0.580
C -1.152 0.635 -0.171
C 0.646 -0.443 0.825
H -1.337 1.637 -0.036
H 0.705 0.398 1.677
*
```

Results
Largest force on an atom = 4.531 eV Å⁻¹
Energy above the lowest of the compared OMol25 structures with the same formula, charge and spin = 148.1 kcal/mol
Gap between HOMO and LUMO = 0.3520 Ha
SMILES string = O=C[N+](=O)[O-].C#[N+][O-]



Record 5
Entry from the Open Molecules 2025 dataset: 2 unconnected molecules or ions with the total composition C2H2N2O4 at a distorted geometry (wB97M-V/def2-TZVPD).

```
! wB97M-V def2-TZVPD RIJCOSX def2/J DEFGRID3
* xyz 0 1
O -2.589 1.705 0.787
O -4.128 -2.377 -0.141
O -2.601 1.086 -1.259
O -0.547 -0.241 0.443
N -2.902 0.954 -0.108
N -3.840 -1.248 -0.058
C -3.781 -0.095 0.219
C 0.006 0.579 1.114
H -0.570 1.478 1.172
H 0.985 0.283 1.587
*
```

Results
Largest force on an atom = 1.874 eV Å⁻¹
Energy above the lowest of the compared OMol25 structures with the same formula, charge and spin = 155.0 kcal/mol
Gap between HOMO and LUMO = 0.3349 Ha
SMILES string = O=[N+]([O-])C#[N+][O-].C=O



Record 6
Entry from the Open Molecules 2025 dataset: 2 unconnected molecules or ions with the total composition C2H2N2OS at a distorted geometry (wB97M-V/def2-TZVPD).

```
! wB97M-V def2-TZVPD RIJCOSX def2/J DEFGRID3
* xyz 0 1
S -0.328 -0.475 -0.401
O -1.562 -3.982 0.282
N 0.569 -3.192 -0.178
N -0.621 1.028 -0.312
C -0.807 2.196 -0.470
C -0.454 -3.658 0.238
H 1.514 -3.433 -0.035
H -0.813 3.036 0.185
*
```

Results
Largest force on an atom = 3.706 eV Å⁻¹
Energy above the lowest of the compared OMol25 structures with the same formula, charge and spin = 51.3 kcal/mol
Gap between HOMO and LUMO = 0.3163 Ha
SMILES string = C#[N+][S-].N=C=O



Record 7
Entry from the Open Molecules 2025 dataset: C2H2N2OS in the gas phase at a distorted geometry (wB97M-V/def2-TZVPD).

```
! wB97M-V def2-TZVPD RIJCOSX def2/J DEFGRID3
* xyz 0 1
S -2.516 0.384 -0.028
O 3.667 0.067 -0.059
N -1.091 -0.513 -0.038
N 0.255 -0.516 0.062
C 2.527 0.281 -0.042
C 1.194 0.465 0.108
H 1.113 1.589 0.360
H -1.190 -1.517 0.127
*
```

Results
Largest force on an atom = 3.555 eV Å⁻¹
Energy above the lowest of the compared OMol25 structures with the same formula, charge and spin = 90.2 kcal/mol
Gap between HOMO and LUMO (spin up / spin down) = 0.2602 / 0.2767 Ha
SMILES string = O=C=C/N=[NH+]\[S-]



Record 8
Entry from the Open Molecules 2025 dataset: C2H2N2OS in the gas phase at a distorted geometry (wB97M-V/def2-TZVPD).

```
! wB97M-V def2-TZVPD RIJCOSX def2/J DEFGRID3
* xyz 0 1
S -3.956 0.156 0.097
O -2.379 0.371 -0.222
N -0.185 -2.235 -0.011
N -0.109 -3.377 -0.062
C -0.219 -1.003 0.262
C -1.124 0.061 -0.180
H 0.660 -0.654 0.608
H -0.397 0.824 -0.333
*
```

Results
Largest force on an atom = 5.961 eV Å⁻¹
Energy above the lowest of the compared OMol25 structures with the same formula, charge and spin = 127.8 kcal/mol
Gap between HOMO and LUMO (spin up / spin down) = 0.2488 / 0.2481 Ha